Record 1
Density functional theory data (ωB97M-V/def2-TZVPD) for a cluster of 16 separate species, C58H156N8O24 in total.

Expectation value of S²: 0.750
Gap between HOMO and LUMO (spin up / spin down) (eV): 1.29 / 8.50
Net charge: -1
HOMO (spin up / spin down) (eV): 0.6 / -6.6
Electronic energy (Ha): -4546.41831
2S+1: 2

XYZ file:
```
246
C58H156N8O24 | the OMol25 dataset | ωB97M-V/def2-TZVPD
C 1.00 3.88 -8.09
O 1.84 4.80 -7.47
C 1.92 4.46 -6.03
C 2.72 5.51 -5.21
N 2.60 5.48 -3.73
C 1.31 6.00 -3.18
C 0.93 7.42 -3.49
O 1.73 8.44 -2.87
C 1.28 9.79 -3.26
H 0.76 4.38 -9.03
H 0.15 3.70 -7.43
H 1.63 3.02 -8.28
H 2.33 3.47 -5.86
H 0.93 4.47 -5.57
H 2.54 6.52 -5.57
H 3.77 5.29 -5.43
H 3.40 5.97 -3.35
H 1.49 5.92 -2.10
H 0.48 5.37 -3.49
H -0.10 7.57 -3.17
H 0.98 7.53 -4.57
H 0.50 10.26 -2.66
H 1.20 9.87 -4.34
H 2.03 10.57 -3.12
C -4.46 -2.30 0.07
O -3.26 -1.69 -0.43
C -2.11 -2.03 0.29
C -0.90 -1.73 -0.58
N -0.59 -0.30 -0.68
C 0.61 0.09 0.13
C 1.11 1.35 -0.46
O 1.66 1.08 -1.77
C 2.19 2.26 -2.40
H -5.28 -2.24 -0.65
H -4.58 -2.02 1.11
H -4.28 -3.38 0.09
H -2.08 -3.10 0.46
H -2.22 -1.55 1.27
H -1.07 -2.27 -1.51
H -0.06 -2.19 -0.06
H -0.69 0.03 -1.63
H 1.32 -0.74 0.14
H 0.22 0.45 1.08
H 1.80 1.68 0.32
H 0.28 2.05 -0.44
H 1.64 3.19 -2.22
H 2.19 2.26 -3.49
H 3.20 2.51 -2.10
C -8.50 -1.03 1.13
O -8.15 -1.57 2.40
C -7.35 -0.64 3.15
C -7.06 -1.35 4.52
N -6.13 -0.53 5.45
C -6.61 0.81 5.82
C -5.79 1.27 7.02
O -5.97 0.51 8.24
C -5.23 1.11 9.27
H -9.30 -0.37 1.48
H -8.92 -1.66 0.34
H -7.78 -0.37 0.65
H -7.79 0.34 3.34
H -6.39 -0.36 2.73
H -6.71 -2.38 4.48
H -8.03 -1.40 5.02
H -6.11 -1.19 6.22
H -7.66 0.89 6.08
H -6.47 1.55 5.04
H -6.07 2.32 7.10
H -4.76 1.24 6.67
H -5.52 2.07 9.71
H -4.14 1.06 9.28
H -5.37 0.49 10.15
C -3.04 -8.59 -3.15
O -1.86 -7.74 -3.22
C -2.22 -6.34 -3.10
C -1.13 -5.47 -3.76
N 0.25 -5.65 -3.20
C 0.33 -5.34 -1.73
C 1.43 -6.08 -0.95
O 1.05 -7.44 -0.76
C 1.93 -8.20 -0.03
H -3.63 -8.39 -4.04
H -3.65 -8.50 -2.26
H -2.75 -9.64 -3.22
H -2.59 -6.12 -2.09
H -2.99 -6.08 -3.82
H -1.65 -4.51 -3.74
H -1.01 -5.85 -4.77
H 0.33 -6.65 -3.26
H -0.52 -5.70 -1.16
H 0.34 -4.26 -1.57
H 1.50 -5.63 0.04
H 2.38 -5.93 -1.47
H 1.62 -9.19 0.30
H 2.27 -7.62 0.83
H 2.83 -8.36 -0.63
C 4.63 1.86 0.97
O 5.66 2.57 1.60
C 6.94 2.03 1.58
C 7.05 0.75 2.36
N 7.03 1.02 3.84
C 5.75 1.60 4.36
C 5.62 1.13 5.83
O 5.55 -0.28 5.88
C 5.49 -0.71 7.27
H 3.76 2.52 0.92
H 4.45 0.93 1.51
H 4.87 1.71 -0.08
H 7.71 2.73 1.91
H 7.14 1.79 0.54
H 8.05 0.38 2.16
H 6.32 0.03 1.99
H 7.07 0.18 4.40
H 4.89 1.23 3.80
H 5.85 2.66 4.13
H 4.69 1.57 6.20
H 6.39 1.61 6.43
H 4.50 -0.61 7.72
H 6.29 -0.26 7.85
H 5.62 -1.78 7.20
C -2.89 -6.53 0.66
O -2.68 -7.25 1.86
C -1.89 -8.35 1.68
C -1.91 -9.29 2.87
N -1.41 -8.76 4.14
C -1.69 -9.67 5.29
C -1.32 -8.89 6.54
O -2.23 -7.90 6.99
C -2.21 -7.44 8.35
H -3.77 -5.91 0.80
H -3.07 -7.20 -0.19
H -2.06 -5.89 0.37
H -0.87 -7.99 1.60
H -1.89 -9.00 0.81
H -1.40 -10.22 2.59
H -2.97 -9.53 2.97
H -1.67 -7.78 4.17
H -1.08 -10.57 5.26
H -2.75 -9.92 5.31
H -0.34 -8.43 6.45
H -1.17 -9.60 7.36
H -2.16 -8.29 9.03
H -3.11 -6.95 8.71
H -1.32 -6.83 8.54
C 0.08 8.68 4.44
O -0.69 9.81 3.97
C -1.94 9.64 3.28
C -1.73 8.55 2.18
N -0.62 8.95 1.31
C -0.35 7.96 0.19
C 0.27 6.59 0.68
O -0.71 5.51 0.50
C -0.69 4.43 1.38
H 0.65 8.27 3.60
H -0.67 7.99 4.83
H 0.82 8.91 5.21
H -2.43 10.50 2.82
H -2.67 9.35 4.04
H -2.61 8.47 1.54
H -1.77 7.62 2.76
H 0.25 9.14 1.79
H 0.30 8.39 -0.57
H -1.33 7.67 -0.20
H 0.43 6.64 1.76
H 1.22 6.42 0.18
H -1.44 3.69 1.10
H -0.89 4.79 2.39
H 0.23 3.84 1.31
C 4.22 -1.35 -5.72
O 5.12 -0.45 -6.28
C 4.83 0.93 -6.02
C 4.39 1.57 -7.35
N 5.46 2.09 -8.18
C 4.85 2.50 -9.38
C 5.79 3.22 -10.35
O 5.87 4.54 -10.11
C 6.87 5.08 -9.29
H 4.26 -2.34 -6.17
H 3.20 -0.97 -5.76
H 4.46 -1.45 -4.66
H 5.73 1.38 -5.58
H 3.98 1.16 -5.38
H 3.60 2.30 -7.16
H 3.87 0.78 -7.89
H 5.91 1.20 -8.36
H 4.11 3.27 -9.20
H 4.56 1.61 -9.93
H 5.25 3.16 -11.30
H 6.76 2.73 -10.35
H 6.62 6.10 -9.00
H 7.76 5.23 -9.90
H 7.16 4.46 -8.44
C -6.73 -4.56 2.29
O -7.87 -4.19 1.58
H -7.00 -4.81 3.31
H -6.24 -5.49 2.01
H -6.07 -3.70 2.44
H -8.24 -3.38 1.91
C -1.28 2.93 -4.05
O -1.11 2.37 -5.35
H -2.03 3.70 -4.19
H -1.56 2.12 -3.37
H -0.30 3.32 -3.78
H -1.89 1.82 -5.48
C -4.38 1.47 -1.32
O -4.40 0.96 0.01
H -4.66 0.77 -2.11
H -4.96 2.39 -1.37
H -3.33 1.69 -1.52
H -3.99 0.10 0.05
C 2.87 -2.59 -2.01
O 3.62 -3.32 -1.03
H 2.60 -3.30 -2.79
H 1.90 -2.35 -1.59
H 3.27 -1.70 -2.50
H 4.37 -3.72 -1.48
C -6.94 -6.06 -1.64
O -6.13 -5.18 -0.95
H -7.35 -6.85 -1.02
H -7.65 -5.43 -2.18
H -6.37 -6.48 -2.47
H -6.58 -4.82 -0.19
C 0.32 0.82 3.79
O 1.22 0.59 4.87
H 0.16 -0.07 3.18
H -0.68 1.01 4.19
H 0.64 1.61 3.11
H 1.50 -0.32 4.88
C 4.64 5.52 -0.57
C 4.80 6.92 -0.99
O 5.32 7.00 -2.26
H 5.56 4.97 -0.80
H 3.92 5.06 -1.24
H 4.35 5.39 0.47
H 5.47 7.41 -0.29
H 3.84 7.43 -0.90
H 5.13 7.90 -2.54
C -0.65 -5.04 3.67
C 0.55 -4.48 2.77
O 0.66 -3.09 3.01
H -0.36 -5.18 4.72
H -1.05 -5.99 3.32
H -1.51 -4.37 3.61
H 0.28 -4.57 1.72
H 1.44 -4.99 3.15
H 1.61 -2.95 2.96
```

***

Record 2
Density functional theory data (ωB97M-V/def2-TZVPD) for a cluster of 6 separate species, C21H49N6O10P in total.

SMILES string: CCCNCOC(=O)CP(=O)(O)O.CN(C)C=O.CN(C)C=O.CN(C)C=O.CN(C)C=O.CN(C)C=O
Gap between HOMO and LUMO (eV): 9.55
ΔE to the lowest compared entry with this formula, charge and spin (kJ/mol): 0.00
Net charge: 0
HOMO (eV): -8.9
Electronic energy (Ha): -2251.96462

XYZ file:
```
87
C21H49N6O10P | the OMol25 dataset | ωB97M-V/def2-TZVPD
C 0.66 2.15 -0.22
C 0.59 1.75 -1.68
C 0.39 2.93 -2.57
N -0.94 3.55 -2.39
C -1.01 4.94 -2.13
O -1.75 5.21 -0.92
C -2.52 4.19 -0.47
O -2.27 3.53 0.58
C -3.81 4.06 -1.21
P -4.48 2.40 -1.27
O -5.82 2.38 -1.87
O -3.43 1.60 -2.11
O -4.47 1.86 0.19
H 1.53 1.70 0.22
H 0.73 3.22 -0.15
H -0.20 1.80 0.32
H -0.25 1.08 -1.81
H 1.46 1.19 -1.97
H 0.46 2.59 -3.59
H 1.16 3.65 -2.37
H -1.51 3.32 -3.19
H -1.48 5.49 -2.92
H -0.04 5.36 -1.96
H -4.56 4.69 -0.79
H -3.68 4.33 -2.24
H -3.93 1.01 -2.70
H -3.65 2.07 0.67
C -2.80 0.85 3.06
O -2.32 0.84 1.95
N -3.68 -0.06 3.51
C -4.23 -0.02 4.85
C -4.09 -1.12 2.60
H -2.56 1.63 3.80
H -3.98 -0.92 5.40
H -5.32 0.09 4.81
H -3.82 0.84 5.38
H -3.23 -1.71 2.28
H -4.55 -0.70 1.71
H -4.80 -1.77 3.11
C 3.81 -0.84 -0.46
O 2.65 -0.47 -0.46
N 4.81 -0.24 -1.11
C 6.18 -0.72 -0.98
C 4.52 0.91 -1.94
H 4.14 -1.72 0.12
H 6.82 0.06 -0.58
H 6.57 -1.04 -1.95
H 6.20 -1.58 -0.32
H 4.07 1.71 -1.35
H 3.82 0.65 -2.73
H 5.44 1.27 -2.38
C 2.71 -2.02 4.16
O 3.76 -1.80 3.59
N 1.50 -2.01 3.59
C 0.29 -2.32 4.33
C 1.40 -1.67 2.17
H 2.67 -2.28 5.24
H -0.21 -3.18 3.89
H -0.39 -1.47 4.31
H 0.55 -2.54 5.36
H 2.00 -2.37 1.58
H 1.78 -0.67 1.98
H 0.37 -1.73 1.85
C -4.79 -0.19 -5.00
O -3.99 -0.16 -4.07
N -6.10 -0.39 -4.84
C -7.01 -0.43 -5.97
C -6.62 -0.56 -3.49
H -4.49 -0.04 -6.04
H -7.76 0.36 -5.88
H -7.52 -1.39 -6.01
H -6.46 -0.28 -6.89
H -6.40 0.33 -2.89
H -6.16 -1.42 -3.01
H -7.69 -0.70 -3.54
C 6.54 -4.03 0.88
O 7.00 -3.60 -0.17
N 7.22 -4.09 2.03
C 6.62 -4.59 3.25
C 8.60 -3.63 2.04
H 5.51 -4.40 0.97
H 6.62 -3.82 4.02
H 7.17 -5.46 3.62
H 5.60 -4.89 3.06
H 8.66 -2.59 1.75
H 9.21 -4.21 1.35
H 9.00 -3.75 3.05
```

***

Record 3
Density functional theory data (ωB97M-V/def2-TZVPD) for a cluster of 2 separate species, C3H4ClN in total.

Gap between HOMO and LUMO (eV): 10.49
ΔE to the lowest compared entry with this formula, charge and spin (kJ/mol): 197.74
Net charge: 0
HOMO (eV): -9.4
Electronic energy (Ha): -631.56230

XYZ file:
```
9
C3H4ClN | the OMol25 dataset | ωB97M-V/def2-TZVPD
C 2.34 0.07 -0.19
C -2.49 -0.29 -0.61
C 1.00 0.02 -0.10
N -3.28 -0.29 0.23
Cl 0.24 1.60 -0.01
H 3.01 0.86 -0.46
H 2.86 -0.80 -0.05
H 0.26 -0.67 0.18
H -3.94 -0.51 1.00
```

***

Record 4
Density functional theory data (ωB97M-V/def2-TZVPD) for a structure of composition C5H6Cl2GdO4STi.

Expectation value of S²: 20.327
Gap between HOMO and LUMO (spin up / spin down) (eV): 6.80 / 5.13
ΔE to the lowest compared entry with this formula, charge and spin (kJ/mol): 261.74
Net charge: +4
HOMO (spin up / spin down) (eV): -25.4 / -25.5
Electronic energy (Ha): -3426.94860
2S+1: 9

XYZ file:
```
20
C5H6Cl2GdO4STi | the OMol25 dataset | ωB97M-V/def2-TZVPD
Gd -0.93 -0.42 -2.79
Ti -0.07 0.03 0.04
Cl -1.42 -2.27 -1.02
Cl -1.21 1.79 -1.24
C 1.04 1.43 0.75
C 0.03 -2.25 -4.13
C 0.12 0.84 -4.63
O 1.61 2.37 1.17
O 0.32 -3.19 -4.72
O 0.47 1.52 -5.48
C -1.81 -1.85 3.57
S -1.98 -0.55 2.33
C -1.15 0.79 3.21
O -0.70 -1.00 1.52
H -2.46 -1.60 4.41
H -0.74 -1.89 3.84
H -2.12 -2.79 3.10
H -0.10 0.46 3.36
H -1.19 1.70 2.58
H -1.69 0.93 4.15
```

***

Record 5
Density functional theory data (ωB97M-V/def2-TZVPD) for an isolated molecule of C3H6N2O.

SMILES string: [H]/N=C(\C)NC=O
Gap between HOMO and LUMO (eV): 10.62
ΔE to the lowest compared entry with this formula, charge and spin (kJ/mol): 103.95
Net charge: 0
HOMO (eV): -9.9
Electronic energy (Ha): -302.65350

XYZ file:
```
12
C3H6N2O | the OMol25 dataset | ωB97M-V/def2-TZVPD
C -1.12 0.63 0.87
C -0.44 0.14 -0.40
N -0.93 0.30 -1.57
N 0.89 -0.32 -0.49
C 1.78 -1.11 0.19
O 2.86 -1.37 -0.27
H -1.59 1.59 0.60
H -0.44 0.81 1.70
H -1.94 -0.02 1.19
H -1.70 0.95 -1.58
H 1.21 -0.12 -1.43
H 1.44 -1.48 1.17
```

***

Record 6
Density functional theory data (ωB97M-V/def2-TZVPD) for a structure of composition C16H23N3OS5Sm.

Expectation value of S²: 8.761
Gap between HOMO and LUMO (spin up / spin down) (eV): 7.61 / 7.78
ΔE to the lowest compared entry with this formula, charge and spin (kJ/mol): 6.56
Net charge: +1
HOMO (spin up / spin down) (eV): -10.5 / -10.5
Electronic energy (Ha): -3511.79424
2S+1: 6

XYZ file:
```
49
C16H23N3OS5Sm | the OMol25 dataset | ωB97M-V/def2-TZVPD
Sm 0.11 -1.35 -0.15
C 0.69 2.69 0.39
C 0.96 2.68 -1.10
S 1.53 1.04 -1.68
C 0.97 1.13 -3.43
C 0.53 -0.21 -3.99
S -0.85 -1.02 -3.13
C -2.15 0.26 -3.12
C -3.30 -0.23 -2.26
S -2.85 -0.64 -0.54
C -3.12 0.94 0.32
C -2.03 1.99 0.17
S -0.49 1.43 0.97
H 0.31 3.67 0.70
H 1.60 2.48 0.96
H 1.74 3.40 -1.33
H 0.06 2.94 -1.66
H 1.81 1.50 -4.02
H 0.17 1.86 -3.48
H 1.33 -0.95 -3.93
H 0.25 -0.09 -5.03
H -2.49 0.42 -4.15
H -1.73 1.19 -2.74
H -3.70 -1.16 -2.67
H -4.11 0.50 -2.23
H -3.23 0.67 1.37
H -4.07 1.34 -0.04
H -2.34 2.91 0.68
H -1.84 2.22 -0.87
N 4.02 -3.66 -1.24
C 2.94 -3.06 -0.70
S 1.54 -2.98 -1.76
N 3.05 -2.62 0.51
N 1.98 -1.97 1.07
C 2.06 -1.75 2.34
C 1.02 -1.15 3.15
C 1.39 -0.65 4.41
C 0.48 -0.06 5.26
C -0.86 0.00 4.88
C -1.26 -0.52 3.67
C -0.36 -1.11 2.78
O -0.81 -1.61 1.64
H 3.93 -4.14 -2.11
H 4.82 -3.86 -0.65
H 2.98 -2.04 2.85
H 2.42 -0.74 4.71
H 0.80 0.33 6.22
H -1.59 0.45 5.55
H -2.31 -0.50 3.39
```